No. 1
C8H28O6 | ωB97M-V/def2-TZVPD

```
42
Properties=species:S:1:pos:R:3:forces:R:3:lowdin_charge:R:1
C 4.2994 0.2359 -2.4863 0.30 0.85 -0.44 -0.090
C 4.1989 0.1867 -4.0021 -0.06 -1.23 1.19 -0.349
O 5.1156 1.1339 -4.4970 -0.65 0.36 -0.69 -0.067
H 4.1956 1.2796 -2.1896 -0.17 0.13 0.10 0.071
H 5.3513 0.0115 -2.3097 -0.17 -0.40 0.66 0.078
H 3.5740 -0.3448 -1.9164 0.31 -0.35 -0.20 0.070
H 3.1785 0.3163 -4.3630 -0.09 0.35 -0.10 0.106
H 4.5303 -0.8000 -4.3255 -0.18 -0.29 -0.14 0.107
H 4.7286 1.2926 -5.3610 0.67 0.58 -0.38 0.082
C -3.6854 2.0807 1.3366 0.93 1.04 -0.58 -0.075
C -3.9011 3.1133 0.1968 -0.16 0.20 1.16 -0.337
O -4.8996 2.7583 -0.6968 -0.93 -0.56 -0.73 -0.074
H -4.2179 2.2420 2.2739 -0.65 0.01 -0.42 0.066
H -2.6532 2.2834 1.6222 0.33 -0.70 0.10 0.052
H -3.8278 1.0785 0.9323 0.19 -0.07 0.29 0.072
H -3.0095 3.2645 -0.4117 0.52 0.07 0.52 0.106
H -4.2101 4.0643 0.6307 0.22 0.14 -0.02 0.111
H -4.4905 2.0827 -1.2426 -0.42 -0.17 -0.30 0.084
C -0.2979 -4.4645 1.8242 0.04 -0.23 -1.93 -0.074
C -1.1629 -3.7553 0.6891 0.90 -0.98 1.06 -0.302
O -0.8299 -2.4225 0.3842 -0.31 -0.18 0.39 -0.083
H 0.7785 -4.3305 1.7169 0.01 0.77 0.03 0.066
H -0.3525 -5.5033 1.4985 -0.45 -0.40 0.65 0.058
H -0.5887 -4.3479 2.8682 -0.23 0.17 -0.25 0.063
H -2.1958 -3.9003 1.0056 -0.36 0.35 -0.08 0.095
H -1.0467 -4.3158 -0.2385 0.11 -0.03 0.05 0.104
H -0.6634 -2.0096 1.2347 0.43 0.64 0.08 0.039
C 0.9380 0.5449 0.4185 0.65 1.06 -0.62 -0.073
C 0.6331 0.7279 1.9031 0.72 0.55 -1.48 -0.329
O 0.5221 -0.5354 2.4176 -0.66 -2.08 1.01 -0.088
H 1.9663 0.3071 0.1463 0.29 -0.38 0.70 0.064
H 0.8341 1.4933 -0.1086 -0.51 0.09 -0.01 0.051
H 0.3396 -0.2143 -0.0852 -0.35 0.18 0.33 0.070
H -0.2872 1.3021 2.0101 -0.18 0.06 0.09 0.095
H 1.4263 1.2138 2.4713 0.19 0.65 -0.37 0.114
H -0.0025 -0.4520 3.2173 -0.03 -0.24 0.36 0.045
O -1.7892 -0.2633 3.7864 -0.03 0.02 0.18 -0.030
H -2.5406 0.1222 4.2370 -0.12 0.16 0.21 0.056
H -2.1747 -0.8144 3.1053 -0.10 -0.17 -0.29 0.051
O 0.4607 1.5429 -2.7028 -0.21 -0.11 -0.23 -0.049
H 0.3556 2.4243 -2.3445 -0.05 0.23 0.07 0.032
H 1.4006 1.3711 -2.6454 0.28 -0.09 0.03 0.011
```
Forces are in eV/Å.

## Properties
M, g/mol: 220.31
Electronic energy, Ha: -772.94684
Energy above the lowest of the compared OMol25 structures with the same formula, charge and spin, eV: 1.291
Structure (SMILES): CCO.CCO.CCO.CCO.O.O
HOMO level, Ha: -0.3674
Lowest unoccupied orbital energy, Ha: 0.0112
Kohn-Sham gap, hartree: 0.3786
Net charge: 0


No. 2
C24H15Br2ClFeN3O5 | ωB97M-V/def2-TZVPD

```
51
Properties=species:S:1:pos:R:3:forces:R:3:lowdin_charge:R:1
Fe -0.6099 -0.0740 -0.4354 0.20 0.46 0.69 0.424
O 3.7438 -3.0101 2.3660 0.01 0.06 -0.03 0.051
C 2.7666 -2.2992 1.7274 0.07 -0.11 0.08 -0.284
C 2.8392 -0.9141 1.6053 -0.11 0.06 -0.02 0.068
C 1.7965 -0.2740 0.9629 -0.02 0.00 0.03 -0.160
N 0.7792 -0.9762 0.4908 -0.18 0.12 -0.27 0.049
C 0.6977 -2.2974 0.5715 0.10 0.00 0.02 -0.146
C 1.6974 -3.0186 1.1946 -0.06 0.10 0.00 0.078
C -0.5755 -2.8443 -0.0836 -0.14 0.05 0.05 -0.578
O -0.7450 -4.0585 -0.1198 0.00 0.02 0.03 0.021
O -1.3527 -1.9214 -0.5196 0.27 -0.50 -0.31 -0.075
C 1.6818 1.2211 0.6288 -0.07 -0.05 0.01 -0.596
O 2.6409 1.9449 0.8875 -0.08 0.00 0.01 0.020
O 0.5810 1.5196 0.0527 0.31 0.12 0.04 -0.071
H 4.4053 -2.3894 2.6897 -0.01 -0.02 0.02 0.101
H 3.6615 -0.3232 1.9914 0.02 -0.05 0.01 0.128
H 1.6329 -4.0945 1.2687 0.03 0.00 0.01 0.129
Br 2.7694 2.2551 -5.5945 0.05 0.02 -0.05 0.747
C 1.8306 1.3779 -4.2135 -0.21 0.01 0.06 -0.676
C 2.5018 0.5842 -3.3048 0.14 -0.08 0.03 -0.079
C 1.7715 -0.0186 -2.2960 -0.14 0.03 -0.08 -0.060
N 0.4522 0.1291 -2.1630 0.01 -0.12 -0.30 0.087
C -0.1834 0.8842 -3.0704 -0.51 0.04 0.07 -0.164
C 0.4619 1.5412 -4.1050 0.23 -0.05 -0.07 -0.051
C -1.6514 0.9753 -2.8524 0.57 -0.08 -0.01 -0.160
C -2.5480 1.3025 -3.8556 -0.25 0.01 0.09 -0.055
C -3.8954 1.2542 -3.5437 0.24 0.03 -0.07 -0.681
Br -5.1683 1.6822 -4.8716 -0.07 0.00 -0.02 0.740
C -4.2992 0.8773 -2.2780 -0.15 -0.02 0.18 -0.085
C -3.3312 0.5698 -1.3364 0.14 0.10 -0.21 -0.057
N -2.0250 0.6285 -1.6126 -0.19 -0.03 0.07 0.069
H 3.5713 0.4438 -3.3602 -0.01 0.00 0.00 0.107
H 2.2625 -0.6337 -1.5556 0.02 -0.01 0.02 0.125
H -0.0749 2.1789 -4.7914 -0.02 -0.01 0.02 0.105
H -2.2147 1.5544 -4.8510 0.01 0.00 0.00 0.104
H -5.3451 0.8193 -2.0131 0.00 0.00 -0.04 0.105
H -3.5855 0.2690 -0.3305 -0.04 -0.02 -0.02 0.109
Cl -1.0391 3.0613 2.5023 0.03 -0.17 0.05 0.656
C -0.5476 1.5059 3.1624 0.02 0.29 -0.14 -0.590
C 0.2569 1.5375 4.2902 0.05 0.01 0.04 -0.136
C 0.6562 0.3586 4.8984 -0.06 0.00 -0.09 -0.123
C 0.2107 -0.8437 4.3535 0.04 -0.01 0.02 -0.111
C -0.5844 -0.8499 3.2256 -0.03 -0.09 -0.04 -0.062
C -0.9808 0.3235 2.5490 0.01 0.13 0.24 -0.322
C -1.7374 0.2567 1.3148 0.30 -0.46 -0.50 -0.164
H 0.5664 2.4992 4.6783 0.00 -0.01 0.01 0.092
H 1.2883 0.3809 5.7768 0.00 -0.01 0.00 0.085
H 0.4884 -1.7874 4.8101 0.00 0.01 0.00 0.095
H -0.9179 -1.7989 2.8189 -0.02 0.00 0.01 0.113
H -2.2861 1.1583 1.0648 -0.18 0.09 0.26 0.022
H -2.3128 -0.6670 1.2752 -0.37 0.12 0.07 0.056
```
Forces are in eV/Å.

## Properties
M, g/mol: 676.51
Electronic energy, Ha: -8336.15537
Energy above the lowest of the compared OMol25 structures with the same formula, charge and spin, eV: 0.000
HOMO level (alpha / beta), Ha: -0.1483 / -0.1483
Lowest unoccupied orbital energy (alpha / beta), Ha: 0.0681 / 0.0681
Kohn-Sham gap (alpha / beta), hartree: 0.2165 / 0.2164
Net charge: -1


No. 3
C2H11N2O | ωB97M-V/def2-TZVPD

```
16
Properties=species:S:1:pos:R:3:forces:R:3:lowdin_charge:R:1
C -1.0897 0.9240 2.1789 1.57 -0.96 -1.16 -0.047
N -0.3855 -0.1462 1.3146 0.59 1.58 1.38 -0.037
H -0.6415 0.9834 3.1639 -0.47 -0.62 0.37 0.080
H -0.8136 1.9108 1.7695 -1.13 -0.39 -0.26 0.085
H -2.0704 0.4806 2.0885 -0.78 1.57 0.81 0.084
H -1.0785 -0.8656 1.1089 0.55 0.09 -0.32 0.114
H 0.3485 -0.5707 1.8745 -0.11 -0.32 -0.05 0.110
H 0.3634 0.4506 0.2896 -0.94 -2.61 -1.08 0.129
N 0.9486 0.2928 -0.8309 0.29 1.05 -0.18 0.053
C 0.3427 -0.3921 -2.0537 -0.40 -0.29 2.18 -0.223
O 0.7153 -1.7117 -1.7881 0.59 -0.25 -0.74 -0.032
H 1.8901 -0.1250 -0.5771 -1.17 1.06 -1.00 0.171
H 0.9168 1.2619 -1.1261 1.36 0.42 0.15 0.123
H -0.7431 -0.3555 -1.9214 -0.01 0.55 -0.32 0.127
H 0.6579 0.1795 -2.9571 0.16 -1.07 0.39 0.147
H 0.6390 -2.3167 -2.5339 -0.09 0.19 -0.17 0.116
```
Forces are in eV/Å.

## Properties
M, g/mol: 79.12
Electronic energy, Ha: -267.25136
Energy above the lowest of the compared OMol25 structures with the same formula, charge and spin, eV: 1.995
HOMO level, Ha: -0.5415
Lowest unoccupied orbital energy, Ha: -0.1134
Kohn-Sham gap, hartree: 0.4280
Net charge: +1